Record 1
Computed, not measured: a structure of composition C24H21BrIN2O5Tb, with ωB97M-V/def2-TZVPD.

Values from the calculation:
HOMO level (spin up / spin down) (eV): -7.7715 / -7.7436
2S+1: 7
Orbital gap (spin up / spin down) (eV): 7.81 / 7.78
Relative energy (zero: lowest compared OMol25 entry of this formula, charge and spin) (eV): 0.000

CARTESIAN COORDINATES (ANGSTROEM)
Tb1 0.32881 -0.45473 0.10310
O1 0.79831 -0.62873 2.07910
C1 1.67731 -1.50073 2.50000
C2 1.42151 -2.19643 3.69980
C3 2.30981 -3.10733 4.21170
C4 3.51961 -3.35343 3.56910
C5 3.82401 -2.67133 2.41690
C6 2.93091 -1.75593 1.84620
C7 3.35781 -1.05073 0.66870
N1 2.53951 -0.30263 0.00920
N2 2.99831 0.48277 -1.01940
C8 2.02861 1.17027 -1.58330
O2 0.77911 1.07757 -1.27000
C9 2.43801 2.12297 -2.63350
C10 3.77361 2.24747 -3.00940
C11 4.13081 3.12037 -4.01930
C12 3.16411 3.88317 -4.65920
C13 1.83821 3.78137 -4.26970
C14 1.47621 2.90857 -3.26160
H1 0.49961 -1.96713 4.21660
H2 2.07761 -3.62263 5.13130
H3 4.21721 -4.06203 3.98420
H4 4.76611 -2.83973 1.91460
H5 4.40651 -1.12543 0.36400
H6 4.50991 1.65007 -2.49580
H7 5.16811 3.20367 -4.31280
H8 3.44451 4.55607 -5.45820
H9 1.08171 4.37997 -4.75670
H10 0.44631 2.82087 -2.94720
C15 -1.65499 -3.05223 2.11810
C16 -2.15029 -2.47953 0.79450
C17 -3.26279 -3.30193 0.15950
O3 -2.54349 -1.10753 1.04990
C18 -0.98249 -2.27833 -0.19220
O4 0.15911 -2.70243 0.05470
O5 -1.19139 -1.42183 -1.09680
H11 -2.47459 -3.46923 2.69690
H12 -1.20509 -2.23053 2.67530
H13 -0.89689 -3.81143 1.94100
H14 -4.10719 -3.38843 0.84230
H15 -2.88539 -4.30213 -0.03980
H16 -3.58369 -2.85893 -0.78460
H17 -3.41319 -0.95793 0.65760
Br1 -3.00549 4.64307 2.06350
C19 -3.52939 3.41747 0.73900
C20 -4.74559 3.57747 0.09420
C21 -5.13329 2.67307 -0.87770
C22 -4.29179 1.63197 -1.23820
C23 -3.06609 1.47797 -0.61130
C24 -2.69879 2.35497 0.39950
I1 -0.85719 1.99787 1.45240
H18 -5.37209 4.41077 0.36680
H19 -6.08989 2.78927 -1.36020
H20 -4.58329 0.93817 -2.01110
H21 -2.38689 0.68387 -0.91170


Record 2
Computed, not measured: a structure of composition C24H21F4N3O4Pt, with ωB97M-V/def2-TZVPD.

Values from the calculation:
HOMO level (spin up / spin down) (eV): -7.0092 / -7.0448
2S+1: 1
Orbital gap (spin up / spin down) (eV): 6.57 / 6.48
Relative energy (zero: lowest compared OMol25 entry of this formula, charge and spin) (eV): 0.927

CARTESIAN COORDINATES (ANGSTROEM)
Pt1 -0.49254 0.30655 0.20629
C1 -2.55550 2.25701 1.35941
N1 -1.11326 2.19017 1.06609
C2 -0.72248 3.28199 0.16588
C3 -0.32350 2.22417 2.31414
C4 -0.60518 0.96740 3.09445
N2 -0.50000 -0.15120 2.17619
C5 -0.47742 -1.42824 2.66035
C6 -0.12791 -2.52735 1.84611
F1 0.18851 -2.33058 0.54754
C7 -0.08349 -3.82321 2.30819
F2 0.26814 -4.78939 1.44603
C8 -0.37401 -4.15090 3.61722
C9 -0.73092 -3.10156 4.43384
F3 -1.05567 -3.33897 5.71490
C10 -0.79461 -1.79727 3.98475
F4 -1.22851 -0.87430 4.87568
H1 -2.78276 3.15473 1.94629
H2 -2.87119 1.37359 1.90534
H3 -3.10042 2.29942 0.41882
H4 -0.95607 4.24975 0.62408
H5 -1.25784 3.18459 -0.77352
H6 0.34763 3.21985 -0.02819
H7 -0.59900 3.10395 2.91021
H8 0.72678 2.30772 2.03399
H9 -1.59606 1.04333 3.55340
H10 0.10720 0.88773 3.91953
H11 -0.33225 -5.16746 3.97582
O1 -4.27117 1.21502 -3.37646
C11 -3.29309 1.44277 -2.80124
O2 -2.31284 1.65248 -2.21612
C12 -3.28939 -2.03001 -0.80986
O3 -3.62880 -2.39205 -1.85759
O4 -2.95058 -1.64406 0.22841
C13 0.60690 -2.90881 -4.20070
C14 -0.56851 -2.36993 -3.68826
C15 -0.51952 -1.34070 -2.76850
C16 0.70131 -0.82679 -2.32515
C17 1.87771 -1.36573 -2.84761
C18 1.82238 -2.39770 -3.77488
N3 0.70340 0.18834 -1.34545
C19 1.87924 0.98141 -1.25171
C20 2.27879 1.75914 -2.33835
C21 3.38357 2.58902 -2.23710
C22 4.11001 2.65009 -1.05437
C23 3.72538 1.86686 0.02401
C24 2.61841 1.03375 -0.07197
H12 0.57254 -3.71594 -4.92006
H13 -1.53007 -2.75093 -4.00894
H14 -1.42766 -0.90186 -2.37560
H15 2.83657 -0.99441 -2.51151
H16 2.74693 -2.81218 -4.15690
H17 1.70555 1.71087 -3.25605
H18 3.67695 3.19482 -3.08511
H19 4.97275 3.29865 -0.97762
H20 4.29522 1.89286 0.94439
H21 2.32034 0.40347 0.75749


Record 3
Computed, not measured: a structure of composition C24H21F6N4O2OsS5, with ωB97M-V/def2-TZVPD.

Values from the calculation:
HOMO level (spin up / spin down) (eV): -11.2908 / -11.0510
2S+1: 5
Orbital gap (spin up / spin down) (eV): 8.13 / 5.01
Net charge: +1
Relative energy (zero: lowest compared OMol25 entry of this formula, charge and spin) (eV): 1.182

CARTESIAN COORDINATES (ANGSTROEM)
Os1 0.12289 0.10059 0.15451
C1 2.68751 2.86112 0.59086
C2 1.26323 3.13138 0.86719
N1 0.29441 2.28131 0.68979
C3 -0.93232 2.78250 1.04393
C4 -0.89194 4.06634 1.50018
S1 0.71698 4.64911 1.50020
C5 -2.08243 1.92033 0.89223
C6 -3.38825 2.22466 1.13369
S2 -4.39574 0.90909 0.71284
C7 -3.01386 0.00620 0.21852
N2 -1.88072 0.64314 0.40757
C8 -3.17359 -1.32976 -0.40400
H1 2.78494 1.86458 0.16310
H2 3.27355 2.92942 1.50784
H3 3.08318 3.59610 -0.10790
H4 -1.70689 4.66894 1.84230
H5 -3.79084 3.13242 1.53426
H6 -4.16857 -1.72194 -0.20688
H7 -2.42413 -2.03298 -0.03868
H8 -3.05430 -1.24865 -1.48669
S3 -0.11348 -2.05643 1.03156
C9 -0.90745 -1.70456 2.54865
S4 -0.63683 -0.12512 3.11865
C10 -1.66265 -2.68828 3.16162
C11 -1.66223 -3.99782 2.64758
N3 -1.65595 -5.06774 2.23531
C12 -2.52459 -2.43350 4.23949
N4 -3.29347 -2.22295 5.06470
C13 4.04970 -0.82977 0.76951
C14 3.13884 -0.92393 -0.46336
O1 2.04189 -0.11653 -0.38888
C15 2.72418 -2.40706 -0.70661
F1 3.59070 -3.07910 -1.45847
F2 2.57914 -3.08292 0.42983
F3 1.53669 -2.44400 -1.34358
C16 3.94734 -0.48153 -1.72334
F4 3.38634 -0.90744 -2.86550
F5 3.97264 0.85205 -1.79651
F6 5.21040 -0.89878 -1.72124
H9 3.45422 -1.00132 1.66228
H10 4.49269 0.16129 0.81652
H11 4.84474 -1.56702 0.71380
C17 -0.70634 3.10979 -8.28810
C18 -0.39863 2.44338 -6.99013
C19 -1.35126 2.35009 -5.98107
C20 -1.05413 1.72620 -4.78415
C21 0.20780 1.19880 -4.59204
C22 1.17903 1.29477 -5.57655
C23 0.87276 1.91452 -6.77285
S5 0.62088 0.24963 -3.11187
C24 -0.13393 -1.30042 -3.72898
O2 -0.36722 0.71672 -2.06353
H12 -1.77392 3.25564 -8.41859
H13 -0.32377 2.52418 -9.12060
H14 -0.21945 4.08344 -8.31550
H15 -2.34090 2.75458 -6.13765
H16 -1.79277 1.64436 -4.00093
H17 2.15920 0.87694 -5.41409
H18 1.61781 1.98213 -7.55208
H19 -1.10802 -1.08527 -4.15364
H20 -0.22454 -1.99120 -2.89668
H21 0.52265 -1.71557 -4.48518


Record 4
Computed, not measured: a structure of composition C24H21N3PRu, with ωB97M-V/def2-TZVPD.

Values from the calculation:
HOMO level (spin up / spin down) (eV): -18.2975 / -18.4459
2S+1: 5
Orbital gap (spin up / spin down) (eV): 7.51 / 5.09
Net charge: +3

CARTESIAN COORDINATES (ANGSTROEM)
Ru1 -0.59526 0.35867 -0.99230
N1 1.60141 0.14839 -1.83844
C1 2.65660 0.21594 -0.82565
C2 3.97865 0.25796 -1.19995
C3 4.97191 0.39102 -0.22652
C4 4.64638 0.48591 1.12366
C5 3.32345 0.43972 1.51634
C6 2.32585 0.27619 0.54171
P1 0.65529 0.08684 1.03270
C7 0.27045 0.54951 2.65198
C8 -0.32127 -0.37213 3.53786
C9 -0.58172 0.03567 4.82638
C10 -0.28796 1.34314 5.21816
C11 0.28398 2.25777 4.33188
C12 0.56515 1.87307 3.04012
C13 -0.03700 -1.45866 0.43953
C14 0.72847 -2.53293 -0.05085
C15 0.08029 -3.64426 -0.57035
C16 -1.31023 -3.67195 -0.67396
C17 -2.08008 -2.59762 -0.22584
C18 -1.45465 -1.48382 0.33461
H1 1.67263 0.97842 -2.42932
H2 1.76109 -0.64779 -2.45405
H3 4.24980 0.21266 -2.24900
H4 6.00897 0.43189 -0.53412
H5 5.42467 0.59061 1.86772
H6 3.06207 0.50081 2.56500
H7 -0.53540 -1.38994 3.23628
H8 -1.00713 -0.66127 5.53513
H9 -0.50966 1.65331 6.23107
H10 0.50276 3.26685 4.65385
H11 0.99920 2.57989 2.34081
H12 1.80998 -2.50932 0.01546
H13 0.66252 -4.49655 -0.89951
H14 -1.80037 -4.54323 -1.09139
H15 -3.16126 -2.64575 -0.26943
H16 -2.05772 -0.75159 0.86849
N2 -0.05540 3.46366 -1.02271
C19 -0.27012 2.32265 -0.94938
C20 -4.13098 0.96517 -4.19611
C21 -3.02205 0.18660 -4.51252
C22 -2.05450 -0.00626 -3.55797
N3 -2.15488 0.54703 -2.32447
C23 -3.23522 1.30773 -2.01620
C24 -4.23775 1.52878 -2.92919
H17 -4.90555 1.13455 -4.93387
H18 -2.90871 -0.26412 -5.48843
H19 -1.17958 -0.60848 -3.76127
H20 -3.26356 1.75052 -1.03091
H21 -5.08355 2.14472 -2.65503


Number 1: maximum force 0.066 hartree/bohr. Number 2: maximum force 0.041 hartree/bohr. Number 3: maximum force 0.056 hartree/bohr. Number 4: maximum force 0.017 hartree/bohr.